113
Properties=species:S:1:pos:R:3:mulliken_charge:R:1 method="wB97M-V/def2-TZVPD" charge=+2 lumo_energy_ev=-5.3 orbital_gap_ev=7.58
Hf -0.6468 -0.3392 -0.3860 1.240
O -2.7087 -2.3323 -2.6163 -1.041
S -1.2218 -2.2004 -2.5609 1.926
C -0.6361 -1.6034 -4.1241 1.075
C -0.2245 -2.4577 -5.1367 -0.807
C 0.1017 -1.9334 -6.3776 -1.047
C 0.0019 -0.5700 -6.6032 -0.884
C -0.4005 0.2775 -5.5817 -0.323
C -0.7202 -0.2257 -4.3206 -0.671
P -1.2045 0.9110 -2.9741 1.608
C -0.0175 2.2657 -3.0899 0.590
C 1.3075 2.0211 -3.4487 -0.501
C 2.2357 3.0466 -3.4120 -0.695
C 1.8561 4.3186 -3.0072 -0.630
C 0.5448 4.5628 -2.6303 -0.893
C -0.3913 3.5406 -2.6658 -0.897
C -2.8381 1.5644 -3.3644 0.513
C -3.9457 0.9946 -2.7327 -0.185
C -5.2233 1.4467 -3.0229 -0.787
C -5.3982 2.4730 -3.9393 -0.635
C -4.3029 3.0421 -4.5705 -0.833
C -3.0270 2.5915 -4.2886 -0.399
C -0.5325 -3.8106 -2.3364 0.169
C -1.0976 -4.8864 -3.0133 -0.350
C -0.5713 -6.1510 -2.8185 -0.862
C 0.5001 -6.3267 -1.9519 -0.880
C 1.0231 -5.2529 -1.2509 -0.487
C 0.5054 -3.9676 -1.4245 -0.788
P 1.1111 -2.5808 -0.3950 0.993
C 1.5900 -3.4178 1.1273 0.398
C 0.5713 -3.9095 1.9373 -0.370
C 0.8803 -4.6467 3.0653 -0.750
C 2.2072 -4.8792 3.3994 -0.643
C 3.2255 -4.3770 2.6019 -0.849
C 2.9218 -3.6516 1.4606 -0.311
C 2.6106 -2.0032 -1.2186 0.719
C 2.9051 -2.3637 -2.5285 -0.744
C 4.0171 -1.8253 -3.1624 -0.739
C 4.8390 -0.9389 -2.4874 -0.858
C 4.5513 -0.5823 -1.1743 -0.870
C 3.4358 -1.1007 -0.5448 -0.426
H -0.1504 -3.5227 -4.9655 0.527
H 0.4275 -2.5908 -7.1709 0.478
H 0.2452 -0.1638 -7.5750 0.477
H -0.4519 1.3422 -5.7597 0.507
H 1.6255 1.0320 -3.7544 0.335
H 3.2579 2.8525 -3.7064 0.496
H 2.5818 5.1196 -2.9899 0.439
H 0.2442 5.5532 -2.3172 0.471
H -1.4133 3.7502 -2.3764 0.452
H -3.8109 0.1892 -2.0231 0.269
H -6.0783 1.0019 -2.5337 0.470
H -6.3926 2.8327 -4.1630 0.428
H -4.4459 3.8408 -5.2846 0.456
H -2.1791 3.0442 -4.7832 0.400
H -1.9484 -4.7293 -3.6622 0.624
H -0.9961 -7.0011 -3.3325 0.462
H 0.9131 -7.3142 -1.8025 0.498
H 1.8218 -5.4154 -0.5405 0.625
H -0.4693 -3.7259 1.6888 0.317
H 0.0876 -5.0354 3.6878 0.496
H 2.4483 -5.4520 4.2836 0.430
H 4.2587 -4.5569 2.8614 0.470
H 3.7229 -3.2785 0.8371 0.446
H 2.2837 -3.0721 -3.0619 0.347
H 4.2465 -2.1152 -4.1786 0.502
H 5.7126 -0.5314 -2.9771 0.446
H 5.2001 0.0992 -0.6419 0.515
H 3.2116 -0.8119 0.4748 0.544
C -2.0908 3.8575 6.2910 -1.573
C -1.3839 4.3020 5.0047 1.700
C 0.0027 4.8609 5.3468 -1.569
C -2.2131 5.4129 4.3580 -2.165
C -1.2206 3.1006 4.0770 -0.220
C -1.7394 3.0777 2.7879 -0.024
C -1.5215 1.9488 2.0210 0.623
Br -2.1810 1.9068 0.2175 -0.020
C -0.8284 0.8244 2.4501 0.101
O -0.6729 -0.2003 1.5751 -0.793
C -0.3090 0.8275 3.7607 -1.354
C -0.5223 1.9737 4.5150 -0.247
C 0.4299 -0.3770 4.3396 2.661
C -0.5676 -1.5335 4.4699 -1.466
C 0.9891 -0.0858 5.7307 -2.372
C 1.6148 -0.7718 3.4460 -1.512
H -2.2238 4.7128 6.9519 0.471
H -1.5158 3.1095 6.8349 0.324
H -3.0737 3.4395 6.0749 0.361
H -0.0968 5.7135 6.0177 0.464
H 0.5243 5.1944 4.4497 0.361
H 0.6263 4.1205 5.8464 0.321
H -2.3190 6.2425 5.0557 0.423
H -3.2175 5.0739 4.1029 0.418
H -1.7369 5.8054 3.4592 0.406
H -2.2875 3.9129 2.3851 0.593
H -0.1274 1.9948 5.5196 0.511
H -1.3756 -1.2599 5.1478 0.387
H -0.0672 -2.4110 4.8778 0.435
H -0.9986 -1.8038 3.5099 0.097
H 0.1990 0.1265 6.4503 0.437
H 1.6911 0.7475 5.7271 0.439
H 1.5253 -0.9655 6.0857 0.457
H 1.2991 -1.0142 2.4320 -0.087
H 2.1142 -1.6508 3.8588 0.589
H 2.3454 0.0376 3.4020 0.403
O -2.6603 -1.4390 -0.1937 -0.360
H -3.2437 -1.5441 0.5566 0.185
H -3.0219 -1.8825 -1.0115 0.079
C 1.6521 1.7605 -0.0944 -1.195
O 0.9503 0.6757 -0.6572 2.059
H 2.5734 1.9354 -0.6501 0.207
H 1.8760 1.5294 0.9506 0.172
H 1.0165 2.6509 -0.1463 0.276

***

30
Properties=species:S:1:pos:R:3:mulliken_charge:R:1 method="wB97M-V/def2-TZVPD" smiles=CC(C)[Si](N)(N[SiH3])C(C)C de_lowest_kj_mol=145.10 lumo_energy_ev=0.8 orbital_gap_ev=9.47
C 1.3222 1.7046 1.8037 -1.236
C -0.1901 1.3476 1.5378 0.357
C -1.0002 0.9602 2.7007 -1.398
Si -0.0429 -0.2334 0.1981 0.070
N 0.5475 -1.6245 1.1550 -0.566
N -1.6487 -0.6894 -0.4337 -0.105
Si -2.4512 -2.1266 -0.9851 0.237
C 1.3070 0.2667 -1.2179 0.497
C 0.7331 1.2972 -2.1883 -1.346
C 1.5311 -1.0165 -2.0499 -1.705
H 1.7897 0.7274 2.1602 0.256
H 1.6369 2.0729 0.7934 0.239
H 1.3203 2.5662 2.4226 0.485
H -0.7680 2.1571 1.0969 0.386
H -0.6354 0.0100 3.1935 0.272
H -2.1475 0.8285 2.4604 0.267
H -1.1041 1.8631 3.3460 0.399
H -0.0812 -1.8285 1.9866 0.194
H 1.5151 -1.8183 1.3792 0.223
H -2.3318 0.1315 -0.6586 0.291
H -3.2616 -1.7953 -2.1957 -0.141
H -3.4638 -2.7431 -0.0112 -0.121
H -1.5674 -3.1163 -1.3234 -0.130
H 2.3553 0.5697 -0.9989 0.401
H -0.3986 1.2051 -2.4902 0.217
H 0.9406 2.3082 -1.9932 0.344
H 1.2161 1.0713 -3.1973 0.376
H 0.5582 -1.4549 -2.3636 0.270
H 2.0594 -1.6599 -1.3387 0.392
H 2.2597 -0.9807 -2.7883 0.576

***

10
Properties=species:S:1:pos:R:3:mulliken_charge:R:1 method="wB97M-V/def2-TZVPD" de_lowest_kj_mol=389.36 lumo_energy_ev="-1.0 / -0.7" orbital_gap_ev="8.41 / 7.59"
C -1.1502 0.5388 -0.7456 -0.840
N 0.0906 -1.8868 -0.3163 -0.568
P 0.1881 -0.4092 0.1760 0.268
S 1.9881 0.6060 -0.1212 -0.214
H -2.0763 0.0803 -0.4613 0.307
H -1.0081 1.4505 -0.2792 0.310
H -0.9197 0.5472 -1.7702 0.320
H 0.9550 -2.4350 0.1099 0.252
H 0.1382 0.1130 2.6158 0.007
H 1.7943 1.3952 0.7921 0.157

***

19
Properties=species:S:1:pos:R:3:mulliken_charge:R:1 method="wB97M-V/def2-TZVPD" smiles=NC[C@H](N)CO.O de_lowest_kj_mol=223.54 lumo_energy_ev=0.7 orbital_gap_ev=9.04
N -1.9151 -0.6114 0.1245 -0.480
C -1.2066 0.3789 1.1051 -0.769
C 0.3837 0.2691 0.7123 0.292
N 1.1331 1.2995 1.4261 -0.719
C 0.4589 0.7043 -0.8498 -0.747
O 1.7883 0.5182 -1.2365 -0.554
H -2.0970 -1.5165 0.5307 0.213
H -2.6878 -0.2421 -0.3680 0.163
H -1.5603 1.3955 1.1268 0.376
H -1.2227 -0.0351 2.1048 0.323
H 0.7900 -0.6978 0.9423 0.339
H 0.9427 2.2206 1.1424 0.263
H 2.1164 1.1063 1.3117 0.275
H 0.2155 1.8106 -1.0738 0.299
H -0.2950 0.1354 -1.4949 0.361
H 1.8214 -0.4526 -1.5324 0.403
O 0.7380 -1.9258 -1.4978 -0.590
H -0.0850 -1.5903 -1.1741 0.301
H 0.6816 -2.7670 -1.2995 0.252

***

Values for E, eV, ordered as above
-162691.33949; -25282.29533; -22744.74372; -10379.23284